Density functional theory data (wB97M-V/def2-TZVPD) for a cluster of 17 separate species, C18H71IN15O16 in total.

Summary:
**Kohn-Sham gap**: 8.03 eV
**E_LUMO**: 1.95 eV

```
! RIJCOSX wB97M-V def2-TZVPD def2/J DEFGRID3
* xyz -1 1
H -5.167 -3.084 3.629
H -2.385 4.730 -2.730
H -1.537 4.187 -0.689
H -5.701 -3.902 6.051
H -2.865 -6.009 5.074
C -1.750 -6.092 1.063
O -3.120 -3.074 3.612
H -3.798 5.763 -2.129
H 4.825 -0.646 -3.237
H 0.689 2.847 -0.766
H -4.198 3.463 -3.679
O -2.951 -2.709 -4.157
H -4.703 -5.037 6.618
H -3.288 -0.963 -4.532
N 1.686 -0.547 -2.636
N -0.907 -3.763 -4.102
H 6.180 4.425 -1.215
H -4.090 0.277 -4.160
H 2.344 0.615 2.980
C 2.314 4.018 -0.300
C -1.873 -2.934 -3.549
N 2.444 3.558 0.961
H -3.860 -3.705 6.060
H 1.982 1.566 6.157
O 1.473 -2.741 -3.331
N -1.522 -4.809 1.487
H -0.921 -4.265 0.862
H 0.041 -3.770 -3.806
C 4.691 1.494 -3.167
H 0.680 -2.139 1.890
H -1.695 -4.583 2.406
H 6.994 3.388 -0.112
C -0.260 1.620 -3.862
C 3.113 0.429 4.845
H -1.126 -3.959 -5.054
C -3.113 -1.783 2.990
C 6.146 3.435 -0.777
O -3.470 -0.037 -4.826
H 5.189 3.193 -0.338
H 4.904 3.598 -2.657
H -4.033 -1.215 3.265
H 4.386 1.698 -5.251
H 1.437 3.606 -2.064
H 3.984 1.420 -2.347
H 3.274 0.691 6.890
H -1.451 -7.193 -0.688
H 6.120 2.893 -3.891
H -0.643 1.839 4.616
H 6.293 0.156 -2.589
H 4.076 -1.561 1.645
O 3.142 4.808 -0.786
C 5.568 2.762 -3.029
H -1.341 0.595 -5.206
H 3.896 -1.650 3.159
H -1.405 2.460 -2.517
H -2.499 -2.165 -1.903
H 2.083 2.723 1.282
H 5.975 0.305 -4.273
N -3.489 3.505 -0.320
H -0.247 3.231 4.905
O -4.573 2.956 -2.961
O 6.475 2.524 -1.864
H -4.439 -4.132 2.397
O -2.494 -6.932 1.612
H -5.598 -5.345 4.176
I -0.149 0.517 0.859
H 2.191 -2.655 2.192
H -1.241 -3.615 4.244
N -1.142 -6.428 -0.149
H -0.432 5.586 2.412
O 4.134 -0.199 4.575
H -1.058 4.049 3.163
N -1.659 -2.553 -2.222
H -3.032 -1.902 1.936
H 3.088 2.243 -4.415
H 2.795 -2.014 -5.247
H -2.335 -1.114 3.328
H -0.856 -2.671 -1.644
H -4.423 3.774 -0.352
N -1.400 2.364 -3.500
H -3.245 3.168 0.535
H 2.876 -0.366 -4.762
H 1.829 0.430 -2.890
C -4.713 -4.342 5.831
O 3.816 -2.135 2.388
H -2.284 1.918 -3.764
H 3.310 3.757 1.435
H -2.081 6.191 -2.031
O -2.352 4.858 1.818
H 0.367 0.373 -5.282
H -0.496 4.073 1.520
N -3.620 -6.004 4.361
O -0.314 -3.651 4.320
H -3.306 -6.266 3.468
C 1.823 -1.577 -3.566
N -0.445 0.659 -4.786
H -3.941 2.891 -2.243
N 3.888 1.577 -4.383
C -2.503 5.546 0.624
H 1.238 -3.732 0.249
O 0.946 -3.965 -0.644
C -2.782 5.375 -1.905
N 1.229 3.662 -1.055
O 0.838 1.861 -3.354
H 1.195 1.024 4.269
C -4.566 -4.931 4.447
H 1.613 -3.711 -1.269
N 2.371 -1.212 -4.774
H 0.120 -3.328 3.545
O -0.001 2.342 5.143
O 1.231 -2.935 2.016
H -0.761 -5.698 -0.747
H 1.177 -0.822 -1.857
H -3.518 5.934 0.714
C 5.469 0.225 -3.341
N 2.114 0.742 3.948
N 2.713 0.881 6.064
C -1.029 4.628 2.220
C -2.493 4.639 -0.551
H -1.725 6.287 0.535
C -4.360 -3.783 3.445
*
```

---

Density functional theory data (wB97M-V/def2-TZVPD) for a cluster of 18 separate species, C18H72O18 in total.

Summary:
**Kohn-Sham gap**: 9.33 eV
**Energy above the lowest of the compared OMol25 structures with the same formula, charge and spin**: 0.0 kJ/mol
**E_LUMO**: -0.13 eV

```
! RIJCOSX wB97M-V def2-TZVPD def2/J DEFGRID3
* xyz 0 1
H -4.147 15.537 14.715
H -0.369 19.853 14.441
H 3.259 20.617 19.628
H 0.314 23.974 20.952
H 0.252 17.629 15.464
H -1.689 22.193 21.818
C 3.074 18.695 20.621
H 1.495 22.721 19.521
C -0.920 25.404 15.595
H -2.124 20.850 16.227
H 0.445 21.294 18.517
H 1.739 19.924 19.570
H -6.299 25.082 15.723
C 0.640 24.872 13.659
O 3.162 17.934 19.398
H 1.075 24.947 18.217
H -2.398 15.835 14.778
C -6.361 23.105 13.988
H 4.628 19.164 22.164
H -3.326 20.411 21.343
O -6.044 24.250 16.132
C 2.285 25.708 19.884
O -0.219 17.123 21.246
H -1.540 19.071 19.641
C -3.292 15.668 15.380
H 1.518 24.301 13.352
H 2.176 24.799 15.879
H -1.261 21.302 20.638
O -4.047 19.794 21.152
H -4.619 18.511 19.966
H -0.899 18.849 18.084
H -5.333 21.471 16.004
H -2.235 16.047 17.606
H 0.400 23.721 15.428
H 2.527 25.401 20.902
H -1.079 22.205 16.626
H -4.379 16.714 16.915
H -2.399 21.424 18.766
C 4.477 18.592 21.251
O -4.806 17.928 19.214
H -3.890 22.525 16.389
H 0.970 25.879 13.383
H -3.946 24.269 18.935
O 1.841 21.414 17.173
C 0.397 24.787 15.174
H -3.668 19.011 16.297
H 0.214 17.167 19.550
C -1.293 21.161 16.862
H -4.340 19.480 22.010
C -5.387 23.485 15.111
H -0.898 26.484 15.446
O 0.536 17.176 18.631
O 1.454 25.430 15.833
H -1.873 19.068 21.975
O 2.060 23.415 19.171
H 3.253 25.788 19.384
H 2.245 17.838 19.108
H -5.648 20.636 18.523
H -5.851 22.506 13.234
C 0.100 24.541 20.040
H -0.187 16.803 18.122
H 0.538 20.436 13.357
H 2.394 18.052 21.186
O -2.167 18.446 22.652
H -0.238 24.730 13.029
H -2.529 23.809 18.627
O -1.626 21.274 21.540
O -0.014 18.427 15.930
H 2.238 20.677 21.118
C -1.526 20.912 18.357
H -2.194 20.882 14.116
C -3.476 16.847 16.312
O -2.327 16.884 17.142
H -4.577 24.108 14.719
H -2.682 18.975 23.264
H -2.603 18.988 18.215
H -0.436 20.587 16.510
H -0.634 23.919 19.528
H -0.751 18.146 16.491
H -3.565 20.443 13.612
O -3.022 24.485 19.101
H 5.145 18.943 20.461
H -4.765 20.595 19.773
H -7.215 22.582 14.417
H -1.691 24.995 14.940
H -1.182 25.222 16.637
O -0.347 21.305 19.072
H 1.812 26.689 19.847
H -3.149 14.741 15.939
C -1.676 19.408 18.612
C 1.399 24.677 19.223
C -4.663 22.265 15.669
H -4.326 17.119 19.410
H -0.165 16.174 21.395
O -0.343 20.514 13.733
H 4.744 17.544 21.389
H 2.322 22.029 16.614
H -6.696 24.002 13.464
H -0.852 17.447 21.903
H -4.170 21.794 14.815
C -3.524 18.187 15.598
O -5.065 21.181 19.059
H 2.150 20.544 16.899
H -2.571 18.396 15.110
O -3.116 21.169 14.051
C 2.565 20.073 20.272
H -0.361 25.479 20.342
H -4.327 18.196 14.861
*
```

---

no.,highest occupied orbital energy (eV),E_tot (Ha)
1,-6.1,-3051.6582
2,-9.5,-2083.2575